1:
A single C3H4N2O molecule, computed with wB97M-V/def2-TZVPD.

Structure (XYZ):
```
10
Properties=species:S:1:pos:R:3
O -1.888 -0.744 0.501
C -0.797 -0.655 -0.304
C -0.497 0.458 -1.058
N 0.687 1.044 -0.783
C 1.282 0.333 0.154
N 0.721 -0.816 0.482
H -1.828 0.083 1.018
H -1.116 0.919 -1.828
H 2.096 0.765 0.730
H 1.342 -1.388 1.089
```

The value obtained for the HOMO-LUMO gap is 0.3238 Ha. The value obtained for the LUMO energy is 0.276 eV. As for the SMILES: Oc1cnc[nH]1. The calculation puts the HOMO energy at -8.53 eV. The value obtained for the molecular weight is 84.078 g mol⁻¹.

2:
A single C3H4N2O molecule, computed with wB97M-V/def2-TZVPD.

Structure (XYZ):
```
10
Properties=species:S:1:pos:R:3
H -1.650 2.350 0.664
N -1.268 1.441 0.423
C -0.132 1.578 -0.115
O 0.600 0.550 -0.557
C 0.014 -0.700 -0.460
C 0.825 -1.711 -0.308
N 1.469 -2.699 0.055
H 0.420 2.497 -0.313
H -1.056 -0.774 -0.323
H 0.804 -2.568 0.903
```

The value obtained for the HOMO-LUMO gap is 0.3456 Ha. The value obtained for the LUMO energy is 0.690 eV. As for the SMILES: [H]/N=C/OC=C=N. The calculation puts the HOMO energy at -8.71 eV. The value obtained for the molecular weight is 84.078 g mol⁻¹.

The structure with the least stability is 2.